C2H6N3O3 | ωB97M-V/def2-TZVPD

Last column: natural (NBO) charge in e.
Cartesian coordinates (Å):
O: -0.49654 1.02667 -1.09087  -0.598
O: -2.06488 0.17907 2.74837  -0.491
O: 0.00444 0.60693 2.30275  -0.528
N: -1.29331 -0.50064 0.86634  -0.451
N: -1.22103 1.90517 -0.26821  -0.558
N: -1.08242 0.11256 1.99145  0.603
C: -0.41445 -0.70312 -0.04401  0.219
C: 1.09993 -0.89443 -0.05471  -0.690
H: -0.74022 1.92482 0.57602  0.339
H: -0.89508 -1.16425 -0.91865  0.175
H: -2.30349 1.74805 -0.29142  0.325
H: 1.61669 -1.78260 0.21341  0.199
H: 1.47107 -0.75901 -1.04317  0.214
H: 1.47276 -0.18304 0.66550  0.241

Summary:
E_LUMO (spin up / spin down): 0.1536 / 0.1536 hartree
DFT total energy: -469.604952 a.u.
HOMO-LUMO gap (spin up / spin down): 7.3 / 7.3 eV
Net charge: -1

C30H32O3PPtSTe | ωB97M-V/def2-TZVPD

Last column: natural (NBO) charge in e.
Cartesian coordinates (Å):
Pt: 0.08536 0.62586 -0.17355  0.580
Te: 0.53612 2.34202 -2.11825  0.664
S: -3.05603 0.37117 0.89387  1.234
P: 0.33192 0.09610 2.05436  1.096
O: 2.17722 0.47241 -0.03483  -0.732
O: -2.04292 0.24665 -0.23657  -0.964
O: 4.07921 0.23842 1.10906  -0.575
C: -1.02035 -1.77603 3.73759  -0.231
C: -3.78178 -2.11714 -0.11116  -0.102
C: 2.87807 0.25825 1.05274  0.790
C: 0.36525 2.69542 2.81186  -0.130
C: -0.12767 3.88347 3.32155  -0.223
C: 0.04472 4.11317 -1.02519  -0.863
C: -1.59835 1.53866 3.58699  -0.192
C: -3.81229 3.42604 -0.09037  -0.247
C: -4.12876 2.23246 -0.73531  0.036
C: -2.07759 2.72950 4.11577  -0.200
C: -3.67073 -1.34044 1.16784  -0.587
C: -4.53881 1.02902 0.06296  -0.618
C: -1.35232 3.90182 3.97679  -0.182
C: -0.30118 -1.51798 2.57295  -0.389
C: -3.37296 4.51803 -0.82071  -0.194
C: -0.35779 1.50468 2.95537  -0.411
C: -0.36288 -3.86310 2.01125  -0.184
C: -2.63573 -2.56482 -0.76470  -0.126
C: -2.74201 -3.30561 -1.93038  -0.220
C: -1.42677 -3.07441 4.01929  -0.150
C: 0.02317 -2.56800 1.70963  -0.209
C: 2.10124 0.03654 2.35979  -0.880
C: -3.23636 4.42184 -2.20005  -0.216
C: 2.64023 2.62350 -2.06197  -0.852
C: -3.97758 2.13589 -2.11250  -0.219
C: -1.09812 -4.11420 3.16302  -0.201
C: -3.99316 -3.60410 -2.45396  -0.190
C: -5.03159 -2.39521 -0.65808  -0.205
C: -5.13779 -3.14357 -1.82182  -0.204
C: -3.53747 3.23062 -2.84380  -0.200
H: 1.31727 2.68303 2.29287  0.212
H: -0.62784 4.70434 -1.63611  0.238
H: -1.99242 -3.26984 4.92076  0.222
H: -2.90764 5.27680 -2.77714  0.226
H: -3.02634 2.73107 4.63649  0.225
H: -0.09337 -4.67353 1.34740  0.233
H: 2.37852 -0.93661 2.76240  0.288
H: -1.73944 4.82999 4.37544  0.230
H: -3.14074 5.44503 -0.31220  0.223
H: -1.66413 -2.33048 -0.35346  0.205
H: -5.23924 1.28205 0.86082  0.248
H: -4.07702 -4.20480 -3.34978  0.226
H: -0.44424 3.84940 -0.09166  0.238
H: -3.44003 3.15417 -3.91865  0.228
H: -6.11349 -3.37369 -2.22822  0.227
H: -1.84912 -3.66219 -2.42688  0.223
H: 2.92278 2.99372 -1.08090  0.239
H: -4.21500 1.20583 -2.61470  0.224
H: 0.45015 4.79148 3.21166  0.230
H: 3.11328 1.66020 -2.22735  0.261
H: -1.23980 -0.98557 4.44131  0.225
H: -2.19961 0.64595 3.66407  0.215
H: -5.92861 -2.04638 -0.15807  0.212
H: 2.42639 0.79472 3.07127  0.283
H: -2.95380 -1.79074 1.85430  0.257
H: 2.92140 3.32802 -2.83941  0.237
H: -3.91945 3.49944 0.98697  0.215
H: 0.96074 4.66657 -0.83194  0.238
H: -4.63699 -1.23096 1.66327  0.247
H: -1.40497 -5.12380 3.40105  0.232
H: 0.58493 -2.35492 0.80561  0.232
H: -4.93960 0.23692 -0.56811  0.256

Summary:
E_LUMO: -0.1199 hartree
DFT total energy: -2514.775676 a.u.
HOMO-LUMO gap: 7.7 eV
Net charge: +1

C2H3Cl2NO | ωB97M-V/def2-TZVPD

Last column: natural (NBO) charge in e.
Cartesian coordinates (Å):
Cl: 1.86449 -2.36632 0.17724  0.050
Cl: 1.82430 1.37075 -1.73997  0.043
O: 3.53873 -0.82914 -1.08626  -0.418
N: 2.38976 -0.84874 -0.60667  0.098
C: 1.38704 -0.01673 -0.77241  0.151
C: 0.08727 0.04643 -0.05648  -0.688
H: -0.57935 -0.82505 -0.30303  0.254
H: 0.17696 -0.29326 1.06906  0.258
H: -0.33294 0.99876 -0.25950  0.252

Summary:
E_LUMO (spin up / spin down): -0.0075 / -0.0075 hartree
SMILES: C/C(Cl)=[N+](/[O-])Cl
DFT total energy: -1128.262895 a.u.
HOMO-LUMO gap (spin up / spin down): 9.0 / 9.0 eV
Net charge: 0

C5H14N2O | ωB97M-V/def2-TZVPD

Last column: natural (NBO) charge in e.
Cartesian coordinates (Å):
O: 3.53783 -0.09624 0.42683  -0.736
N: -3.14401 0.34561 -0.16389  -0.822
N: -1.11554 0.31809 -1.53846  -0.687
C: 2.70634 -0.71193 1.39658  -0.055
C: -0.44103 -0.46813 -0.49995  -0.214
C: 0.74048 0.40775 0.08281  -0.426
C: -2.61013 0.37429 -1.49917  -0.042
C: 1.27491 -0.11554 1.43404  -0.443
H: 0.19419 1.36232 0.17015  0.210
H: 1.32859 0.65038 -0.80291  0.197
H: -1.03523 -0.78459 0.34375  0.180
H: 0.54340 -0.84906 1.76326  0.212
H: -3.10124 -0.35389 -2.14025  0.169
H: -2.72565 1.09675 0.37198  0.354
H: -2.84875 1.40119 -1.78159  0.184
H: 2.67511 -1.76040 1.08543  0.167
H: 3.16986 -0.47558 2.35758  0.176
H: -0.62205 0.15419 -2.39656  0.372
H: 3.08870 0.55067 -0.10731  0.470
H: 1.34524 0.79695 2.02417  0.212
H: -2.99035 -0.47656 0.39754  0.352
H: 0.02932 -1.36624 -0.92406  0.170

Summary:
E_LUMO: 0.0342 hartree
SMILES: NCNCCCCO
DFT total energy: -383.593637 a.u.
HOMO-LUMO gap: 9.6 eV
Net charge: 0

C2H3NOS | ωB97M-V/def2-TZVPD

Last column: natural (NBO) charge in e.
Cartesian coordinates (Å):
S: -2.28960 0.81924 -0.22662  0.074
O: 0.95746 0.77209 -0.89141  -0.534
N: -1.09311 -1.47364 0.93120  -0.334
C: -1.64070 -0.56272 0.47608  0.045
C: 1.48484 -0.09275 -0.28651  0.296
H: 2.13887 0.26537 0.58818  0.105
H: 1.47041 -1.24263 -0.51668  0.134
H: -1.02817 1.51504 -0.07424  0.213

Summary:
E_LUMO: 0.0180 hartree
SMILES: N#CS.C=O
DFT total energy: -606.126207 a.u.
HOMO-LUMO gap: 10.7 eV
Net charge: 0

C29H41AsNRuSSi | ωB97M-V/def2-TZVPD

Last column: Mulliken spin population.
Cartesian coordinates (Å):
Ru: -0.43400 0.76295 1.85721  3.523
As: 2.38245 -1.94066 3.04622  0.018
S: 1.42577 -0.07055 3.41855  0.147
Si: -0.07278 -0.97584 -1.13707  -0.146
N: -1.60411 1.18082 -2.24743  0.620
C: -1.28403 3.11435 2.87529  -0.014
C: 3.48625 0.38472 -2.73628  0.001
C: 1.09135 -3.38168 -2.14834  0.015
C: -1.28515 -3.42224 -1.78179  0.014
C: -0.07103 -2.72384 -1.73323  0.032
C: -1.15565 -0.08823 -2.58346  0.145
C: 1.59573 -0.17672 -1.31511  0.013
C: -2.38291 2.76325 2.07595  0.110
C: -0.58891 4.43468 2.70798  0.005
C: -1.62428 1.04755 4.13157  0.032
C: 2.26626 0.43729 -0.25551  0.174
C: -0.70456 2.32878 -2.27634  0.007
C: 4.11472 -1.66899 2.28476  0.005
C: 2.61231 -2.83014 4.72044  0.006
C: -2.69487 0.70438 3.30820  -0.001
C: -0.92588 2.24075 3.91627  0.017
C: 1.42113 -3.11150 1.87828  0.007
C: -0.97090 -0.74923 0.45046  0.207
C: -0.17673 -5.35830 -2.66654  0.008
C: 2.23909 -0.19509 -2.56182  -0.011
C: -1.46810 3.61249 -2.64950  0.015
C: 4.12880 0.99373 -1.66379  0.008
C: -2.75033 3.26767 -3.40306  0.001
C: -1.34086 -4.72643 -2.24570  0.000
C: -3.69304 2.44163 -2.52555  0.055
C: -2.91204 1.42098 -1.66394  -0.053
C: 3.51810 1.01892 -0.41946  0.016
C: -3.09261 1.58435 2.29991  0.046
C: 1.03759 -4.69111 -2.61038  -0.002
H: -0.43211 -0.04805 -3.39969  0.022
H: 4.65781 -2.61347 2.28776  0.000
H: -3.95065 1.34436 1.68555  -0.003
H: 3.25398 -3.69864 4.57851  0.001
H: -3.43480 0.47203 -1.57030  0.005
H: -1.07859 5.18382 3.33327  0.002
H: 0.10380 2.10517 -2.97132  0.011
H: -4.25039 3.09434 -1.85305  -0.005
H: -1.97399 -0.77806 -2.78899  0.014
H: 3.07340 -2.13129 5.41500  0.001
H: -4.42150 1.91649 -3.14119  0.002
H: 1.77030 -0.67506 -3.41555  0.001
H: -0.63525 4.78419 1.67792  -0.001
H: -2.70594 3.44804 1.29988  -0.002
H: 4.00433 -1.30116 1.26587  0.000
H: 0.38062 -3.15460 2.19171  0.000
H: 5.10361 1.44302 -1.80035  0.001
H: 4.63993 -0.93299 2.88970  0.000
H: -2.74015 1.82063 -0.65851  0.016
H: -2.49738 2.70852 -4.30774  -0.003
H: 1.49615 -2.74803 0.85388  0.001
H: 1.94351 -5.18810 -2.93150  0.000
H: 1.86663 -4.10359 1.94797  0.001
H: -3.23291 -0.21890 3.47285  -0.001
H: -0.21864 -6.37338 -3.03856  0.000
H: 1.63990 -3.13846 5.09775  0.001
H: -2.28597 -5.25191 -2.27861  0.000
H: -3.25286 4.17673 -3.72791  0.000
H: 3.96072 0.36051 -3.70839  0.000
H: 2.04964 -2.87647 -2.10899  0.001
H: 4.01326 1.48616 0.42239  0.002
H: -1.70570 4.18925 -1.75156  -0.002
H: -1.34152 0.40306 4.95193  0.001
H: -0.11184 2.50903 4.57893  -0.001
H: -2.05099 -0.76835 0.27849  0.026
H: -2.20264 -2.94796 -1.44392  -0.001
H: 0.45376 4.38066 3.01599  -0.001
H: -0.73329 -1.60091 1.09959  -0.023
H: -0.81646 4.23430 -3.26053  0.001
H: -0.25488 2.40918 -1.27519  0.039
H: 1.83029 0.45110 0.74017  -0.126

Summary:
Spin multiplicity: 6
E_LUMO (spin up / spin down): -0.1744 / -0.2651 hartree
⟨S²⟩: 8.7666
DFT total energy: -4202.149784 a.u.
HOMO-LUMO gap (spin up / spin down): 8.2 / 6.9 eV
Net charge: +2

C16H19N3O3 | ωB97M-V/def2-TZVPD

Last column: natural (NBO) charge in e.
Cartesian coordinates (Å):
O: -1.48132 2.06109 -0.34142  -0.637
O: -4.83133 2.62786 0.10864  -0.700
O: -4.41066 0.76007 1.53892  -0.606
N: -0.07948 -0.56423 1.50520  -0.830
N: 3.86066 -1.63946 0.30871  -0.540
N: -2.42951 -0.03607 -0.35839  -0.435
C: 3.31861 1.77986 -0.27493  -0.165
C: -4.33516 1.18221 0.35667  0.809
C: 2.07489 -0.56701 -0.35794  -0.094
C: -1.39964 0.81961 -0.01772  0.691
C: -2.31928 -1.40136 -0.28946  -0.256
C: -3.79441 -1.77399 0.01466  -0.422
C: 2.53814 -1.75831 -0.06081  -0.022
C: 4.33763 -0.38156 0.20183  0.145
C: 0.75763 -0.02748 -0.71462  -0.415
C: -0.02230 0.29809 0.50960  -0.106
C: 5.62613 0.07460 0.33650  -0.276
C: -4.68157 -0.90719 -0.81969  -0.435
C: -3.83465 0.32400 -0.81680  -0.170
C: 3.19026 0.40985 -0.13907  -0.128
C: 4.63370 2.40532 -0.15934  -0.267
C: 5.69914 1.45100 -0.05588  -0.191
H: -1.63771 -1.75015 0.54312  0.249
H: 0.75063 0.72780 -1.44122  0.248
H: -5.84184 -0.99433 -0.49439  0.270
H: 6.71628 1.89805 0.00486  0.204
H: -1.90762 -2.08127 -1.02009  0.188
H: 6.36355 -0.58005 0.91263  0.235
H: 2.40691 2.58599 -0.50086  0.228
H: 0.36595 1.31414 0.80447  0.188
H: 0.71950 -0.78778 1.94857  0.377
H: 2.17426 -2.89233 -0.03969  0.228
H: 0.22090 -0.86983 -1.30521  0.199
H: 4.87535 3.48570 -0.45115  0.235
H: -5.00443 2.66349 1.21056  0.496
H: -4.93023 -1.52826 -1.89919  0.226
H: 4.69626 -2.51117 -0.13759  0.394
H: -4.03271 -2.83906 -0.17990  0.210
H: -3.92078 -1.67447 1.09919  0.229
H: -3.71245 1.00146 -1.78958  0.269
H: -0.71927 -0.30486 2.26079  0.377

Summary:
E_LUMO: 0.0185 hartree
DFT total energy: -1010.867658 a.u.
HOMO-LUMO gap: 8.6 eV
Net charge: 0

CH10NO3 | ωB97M-V/def2-TZVPD

Last column: natural (NBO) charge in e.
Cartesian coordinates (Å):
O: -4.07288 -2.80071 -1.14646  -0.963
O: -0.67280 2.44274 0.30399  -0.958
O: 3.55641 0.94288 0.63830  -0.970
N: 0.78164 0.24847 0.19479  -0.583
C: 0.65488 -1.02159 -0.02013  0.139
H: 0.03808 0.97009 0.10320  0.466
H: -3.88688 -3.67518 -0.72619  0.478
H: 1.53401 -1.59949 -0.24997  0.215
H: 4.31565 0.57340 1.06103  0.495
H: -1.41186 2.60056 -0.28352  0.505
H: -5.06474 -2.61690 -1.05667  0.486
H: -0.28623 -1.62798 0.03367  0.237
H: 1.73237 0.52235 0.20486  0.448
H: 3.98602 1.68273 0.16566  0.494
H: -0.84300 2.88142 1.13854  0.511

Summary:
E_LUMO: -0.1750 hartree
DFT total energy: -324.303203 a.u.
HOMO-LUMO gap: 9.1 eV
Net charge: +1